Below is a structure of composition C25H28BrCl5InN8O11S2 in a non-equilibrium geometry, with properties calculated with ωB97M-V/def2-TZVPD.

Cartesian coordinates (Å):
In  -0.295  -0.223  -0.117
O  2.213  2.767  0.034
S  1.646  1.455  -0.166
O  2.549  0.455  -0.680
O  0.977  0.939  1.113
O  0.437  1.546  -1.108
Cl  0.782  -4.441  -6.154
C  0.808  -3.638  -4.632
C  0.081  -2.468  -4.436
Cl  -0.847  -1.826  -5.733
C  0.076  -1.827  -3.205
Cl  -0.800  -0.373  -2.983
C  0.777  -2.345  -2.088
O  0.743  -1.868  -0.893
C  1.517  -3.532  -2.330
Cl  2.380  -4.185  -0.993
C  1.539  -4.158  -3.565
Cl  2.447  -5.603  -3.779
C  -5.728  0.196  1.055
N  -4.472  0.745  0.588
C  -4.343  2.184  0.715
C  -3.412  -0.040  0.274
N  -2.371  0.391  -0.374
N  -3.607  -1.376  0.611
C  -2.830  -2.465  0.199
N  -2.879  -3.526  1.088
N  -2.327  -2.494  -0.963
H  -5.787  0.208  2.149
H  -5.858  -0.819  0.687
H  -6.544  0.804  0.659
H  -4.864  2.500  1.620
H  -4.783  2.695  -0.149
H  -3.295  2.459  0.827
H  -2.376  1.381  -0.575
H  -3.990  -1.489  1.536
H  -2.948  -3.272  2.063
H  -2.137  -4.192  0.940
H  -1.848  -3.368  -1.153
C  -3.057  6.585  2.919
C  -2.502  6.560  1.506
S  -0.911  7.434  1.523
O  -0.160  7.015  2.672
O  -1.215  8.841  1.397
C  -0.044  6.955  -0.011
C  0.845  5.713  0.126
N  0.147  4.592  0.731
C  -0.850  3.887  0.162
N  -1.353  2.987  0.995
C  -0.627  3.078  2.132
C  0.315  4.062  2.000
N  1.293  4.434  2.955
O  2.222  5.157  2.639
O  1.135  3.980  4.079
C  -1.349  4.074  -1.228
H  -4.024  6.085  2.962
H  -3.171  7.614  3.260
H  -2.366  6.082  3.593
H  -3.128  7.103  0.799
H  -2.325  5.544  1.162
H  0.557  7.827  -0.264
H  -0.845  6.837  -0.741
H  1.696  5.934  0.760
H  1.223  5.385  -0.844
H  -0.817  2.430  2.969
H  -0.879  4.920  -1.723
H  -2.433  4.198  -1.240
H  -1.081  3.171  -1.779
Br  1.937  -2.150  2.827
C  0.681  -1.871  4.226
C  1.064  -2.216  5.519
C  0.200  -2.019  6.580
C  -1.058  -1.475  6.367
C  -1.438  -1.130  5.085
C  -0.583  -1.316  3.999
C  -1.088  -0.829  2.654
O  -1.943  0.062  2.654
O  -0.654  -1.454  1.620
H  2.045  -2.641  5.679
H  0.509  -2.292  7.580
H  -1.737  -1.313  7.193
H  -2.404  -0.687  4.885

Values from the calculation:
- Orbital gap: 7.51 eV
- HOMO energy: -5.7 eV
- ΔE to the lowest compared entry with this formula, charge and spin: 2.179 eV
- Charge: -1
- Spin multiplicity: 1